1.
Entry from the OMol25 dataset: a molecular structure, C16H20N2OPRu (ωB97M-V with the def2-TZVPD basis set).

```
! wB97M-V def2-TZVPD RIJCOSX def2/J DEFGRID3
* xyz 1 5
C 0.09 -0.30 -4.06
C -0.40 -0.91 -5.28
C 0.31 -2.12 -5.48
C 1.33 -2.19 -4.47
C 1.28 -1.04 -3.67
Ru 0.24 1.67 -1.47
P -0.30 3.48 -2.59
H -0.33 0.54 -3.48
H -1.15 -0.49 -5.93
H 0.08 -2.86 -6.24
H 1.96 -0.74 -2.89
H 2.04 -3.01 -4.37
H -1.50 4.29 -2.41
H -0.48 3.30 -3.98
H 0.63 4.54 -2.68
C 0.14 0.71 3.90
N 0.32 0.99 2.48
N -0.06 0.11 1.53
C 0.66 0.42 0.35
O 0.84 -0.40 -0.62
C 1.17 1.73 0.58
C 1.05 1.98 1.95
C 1.58 3.06 2.81
C -0.75 -1.09 1.84
C -1.86 -1.07 2.71
C -2.50 -2.26 3.04
C -2.04 -3.48 2.50
C -0.97 -3.48 1.60
C -0.32 -2.29 1.27
H 0.36 -0.33 4.16
H -0.87 0.95 4.25
H 0.84 1.34 4.45
H 1.73 2.32 -0.16
H 0.77 3.60 3.32
H 2.29 2.69 3.56
H 2.10 3.78 2.18
H -2.23 -0.12 3.10
H -3.35 -2.25 3.72
H -2.54 -4.41 2.76
H -0.64 -4.40 1.13
H 0.50 -2.26 0.56
*
```

Summary:
* gap between HOMO and LUMO (spin up / spin down): 0.27836 / 0.21422 Eh
* ΔE to the lowest compared entry with this formula, charge and spin: 0.0 kJ/mol
* molar mass: 388.4 g mol⁻¹
* E_tot: -33802.47703 eV

***

2.
Entry from the OMol25 dataset: a molecular structure, C6H15ClF5O8PTeV (ωB97M-V with the def2-TZVPD basis set).

```
! wB97M-V def2-TZVPD RIJCOSX def2/J DEFGRID3
* xyz 1 1
V 1.96 0.69 -0.94
O 0.94 3.48 1.93
Cl 1.86 2.44 1.74
O 3.22 2.78 1.81
O 1.52 1.25 2.42
O 1.64 2.10 0.16
F 5.45 -1.05 0.85
Te 4.79 -0.55 -0.83
F 1.74 -1.00 -1.49
F 3.76 0.55 -2.21
F 5.93 0.89 -0.81
F 1.45 1.53 -2.33
O 3.32 0.20 0.11
C -2.63 2.07 -0.95
C -1.55 2.33 0.08
O -0.99 1.08 0.64
P -0.16 -0.02 -0.05
O -1.02 -0.61 -1.20
C -0.94 -1.96 -1.79
C -2.35 -2.46 -1.99
O 0.24 -1.07 1.00
C -0.37 -1.26 2.34
C -1.62 -2.09 2.21
H -3.07 3.03 -1.22
H -3.42 1.44 -0.55
H -2.22 1.62 -1.85
H -1.94 2.83 0.97
H -0.72 2.90 -0.32
H -0.36 -2.59 -1.11
H -0.40 -1.85 -2.72
H -2.87 -2.56 -1.04
H -2.31 -3.44 -2.46
H -2.91 -1.79 -2.64
H -0.57 -0.27 2.75
H 0.41 -1.74 2.91
H -2.38 -1.58 1.63
H -2.03 -2.27 3.21
H -1.40 -3.06 1.77
*
```

Summary:
* gap between HOMO and LUMO (spin up / spin down): 0.30886 / 0.30884 Eh
* ΔE to the lowest compared entry with this formula, charge and spin: 9.0 kJ/mol
* molar mass: 555.1 g mol⁻¹
* E_tot: -91214.08314 eV

***

3.
Entry from the OMol25 dataset: a molecular structure, C4H5CuO (ωB97M-V with the def2-TZVPD basis set).

```
! wB97M-V def2-TZVPD RIJCOSX def2/J DEFGRID3
* xyz 1 2
H -4.56 1.10 0.99
C -2.53 -0.17 0.99
C -3.84 0.32 0.75
C -3.40 -0.63 -0.10
H -2.18 -0.56 1.95
H -3.70 -1.58 -0.55
H -1.81 0.96 -0.64
C -0.92 0.35 0.04
O 0.02 0.47 0.89
Cu 1.02 1.70 2.43
H -0.77 -0.43 -0.74
*
```

Summary:
* gap between HOMO and LUMO (spin up / spin down): 0.24047 / 0.28659 Eh
* ΔE to the lowest compared entry with this formula, charge and spin: 350.2 kJ/mol
* molar mass: 132.6 g mol⁻¹
* E_tot: -50901.72897 eV

***

4.
Entry from the OMol25 dataset: a single H8N2Si2 molecule (ωB97M-V with the def2-TZVPD basis set).

```
! wB97M-V def2-TZVPD RIJCOSX def2/J DEFGRID3
* xyz 0 1
N -1.31 0.21 -1.41
N -0.18 -0.74 -1.20
Si 0.15 0.17 1.82
Si 1.12 0.03 -0.35
H -1.01 1.16 -1.58
H -1.86 0.15 -0.54
H -0.07 -1.57 -1.78
H -0.75 -1.03 1.80
H 1.15 -0.07 2.85
H -0.66 1.29 2.08
H 2.17 -0.96 -0.61
H 1.25 1.37 -1.09
*
```

Summary:
* SMILES: NN[SiH2][SiH3]
* gap between HOMO and LUMO: 0.35436 Eh
* ΔE to the lowest compared entry with this formula, charge and spin: 329.8 kJ/mol
* molar mass: 92.2 g mol⁻¹
* E_tot: -18863.10782 eV

***

5.
Entry from the OMol25 dataset: a molecular structure, C15H32AsBeCsF8IMgN6O12PS (ωB97M-V with the def2-TZVPD basis set).

```
! wB97M-V def2-TZVPD RIJCOSX def2/J DEFGRID3
* xyz 2 1
C -2.01 -2.94 0.99
C -0.84 -2.41 0.25
O 0.03 -1.55 0.98
N 0.54 -2.23 2.04
C 1.12 -3.46 1.93
C 1.50 -3.81 3.19
N 1.14 -2.76 3.99
C 0.56 -1.79 3.29
C 0.12 -0.52 3.87
I -1.63 0.30 2.95
C 1.27 0.48 3.83
C 1.68 0.92 2.41
H -2.61 -2.18 1.47
H -1.57 -3.58 1.80
H -2.66 -3.48 0.32
H -0.29 -3.22 -0.20
H -1.21 -1.81 -0.56
H 1.27 -3.99 0.99
H 2.05 -4.69 3.59
H 1.35 -2.72 4.98
H -0.14 -0.70 4.90
H 0.95 1.35 4.37
H 2.13 0.03 4.33
H 1.41 1.98 2.23
H 1.23 0.30 1.65
H 2.75 0.82 2.37
O -0.40 2.13 -0.29
P -1.69 2.85 -0.18
O -2.92 2.21 0.24
F -1.89 3.52 -1.56
F -1.48 4.08 0.83
Cs 0.40 3.20 1.31
N 2.59 -6.66 4.68
O 3.16 -5.67 4.12
O 1.40 -6.46 5.11
O 3.11 -7.73 4.78
C 7.28 3.63 4.33
C 6.65 2.44 5.05
C 5.16 2.71 4.85
O 5.04 3.39 3.60
C 6.34 3.80 3.14
H 8.31 3.46 4.02
H 7.25 4.51 4.97
H 6.93 1.50 4.56
H 6.92 2.36 6.10
H 4.76 3.36 5.63
H 4.56 1.79 4.82
H 6.63 3.17 2.30
H 6.28 4.83 2.80
N -4.72 2.12 -2.68
O -3.66 1.71 -3.14
O -5.52 1.33 -2.23
O -4.97 3.31 -2.71
Be 3.77 -0.78 5.54
F 1.41 -4.60 -0.64
As 1.70 -4.17 -2.39
F 3.27 -4.79 -2.29
F 2.25 -2.64 -1.82
F 1.87 -3.69 -4.00
F 0.07 -3.52 -2.33
F 1.06 -5.68 -2.83
Mg -0.79 -4.99 2.79
C -1.75 3.00 -6.53
O -0.92 3.64 -7.13
N -1.76 2.93 -5.15
N -2.75 2.28 -7.13
H -2.44 2.40 -4.61
H -1.05 3.44 -4.65
H -2.78 2.28 -8.14
H -3.42 1.74 -6.62
C -6.31 0.64 -7.68
S -6.47 2.06 -6.59
O -5.82 1.70 -5.31
C -8.23 2.05 -6.31
H -5.26 0.51 -7.92
H -6.69 -0.23 -7.16
H -6.87 0.84 -8.59
H -8.50 1.10 -5.87
H -8.73 2.21 -7.27
H -8.47 2.87 -5.64
*
```

Summary:
* gap between HOMO and LUMO: 0.04863 Eh
* molar mass: 1071.5 g mol⁻¹
* E_tot: -166746.47460 eV

***

6.
Entry from the OMol25 dataset: a single C11H13NOS molecule (ωB97M-V with the def2-TZVPD basis set).

```
! wB97M-V def2-TZVPD RIJCOSX def2/J DEFGRID3
* xyz 0 1
C 3.85 -0.55 1.91
C 2.42 -0.29 1.38
C 1.39 0.52 1.98
C 0.22 0.72 1.24
C -0.17 -0.19 0.14
C -2.42 0.41 0.22
C -3.73 0.98 -0.51
C -2.35 0.99 -2.82
C 0.76 -0.92 -0.46
C 0.53 -1.37 -1.90
C 2.00 -0.96 0.15
H 4.76 0.06 1.60
H 3.89 -1.65 1.93
H 3.71 -0.27 2.92
H 1.68 1.36 2.76
H -0.47 1.59 1.70
H -2.01 1.39 0.55
H -2.62 -0.05 1.28
H -4.52 0.10 -0.93
H -4.21 1.92 0.22
H -0.56 -1.85 -2.30
H 0.40 -0.41 -2.59
H 1.38 -1.85 -2.42
H 2.65 -1.73 -0.28
N -1.77 0.06 -3.33
O -1.47 -0.19 -0.51
S -3.31 2.15 -1.94
*
```

Summary:
* SMILES: Cc1ccc(OCCSC#N)c(C)c1
* gap between HOMO and LUMO: 0.31981 Eh
* ΔE to the lowest compared entry with this formula, charge and spin: 530.8 kJ/mol
* molar mass: 207.3 g mol⁻¹
* E_tot: -25985.49868 eV

***

7.
Entry from the OMol25 dataset: 2 unconnected molecules or ions with the total composition H10O3Si4 (ωB97M-V with the def2-TZVPD basis set).

```
! wB97M-V def2-TZVPD RIJCOSX def2/J DEFGRID3
* xyz 0 1
O -1.32 0.11 -1.56
O 1.20 0.02 -2.69
O 0.99 0.29 1.10
Si -2.01 -1.19 -0.85
Si 1.85 -1.09 1.24
Si 0.17 1.63 1.53
Si -0.02 0.79 -2.25
H -1.46 -2.50 -1.54
H -3.34 -0.65 -1.38
H -1.78 -1.30 0.51
H 2.61 -0.73 0.14
H 2.64 -1.11 2.57
H 0.93 -2.12 0.93
H -0.88 1.71 0.41
H -0.22 1.35 2.94
H 1.15 2.66 1.39
H -0.51 2.13 -2.47
*
```

Summary:
* SMILES: O=[SiH]O[SiH3].[SiH3]O[SiH3]
* gap between HOMO and LUMO: 0.40397 Eh
* ΔE to the lowest compared entry with this formula, charge and spin: 305.3 kJ/mol
* molar mass: 170.4 g mol⁻¹
* E_tot: -37816.73809 eV

***

8.
Entry from the OMol25 dataset: a molecular structure, C28H46BN7O2PbSSi3 (ωB97M-V with the def2-TZVPD basis set).

```
! wB97M-V def2-TZVPD RIJCOSX def2/J DEFGRID3
* xyz 0 1
Pb -0.46 0.33 0.20
B -3.56 -1.86 1.56
N -2.81 -0.85 2.50
C -3.10 -0.78 3.81
C -2.32 0.20 4.39
C -1.55 0.69 3.34
N -1.86 0.05 2.21
N -3.32 -1.67 0.01
C -3.95 -2.47 -0.87
C -3.56 -2.12 -2.15
C -2.66 -1.08 -1.95
N -2.53 -0.81 -0.65
H -3.21 -2.98 1.84
H -4.75 -1.70 1.75
H -3.86 -1.42 4.23
H -2.31 0.51 5.42
H -0.82 1.48 3.32
H -4.63 -3.22 -0.51
H -3.88 -2.57 -3.08
H -2.10 -0.52 -2.69
C 1.79 -5.72 -0.38
Si 1.45 -4.07 -1.21
C -0.17 -3.42 -0.58
C 1.36 -4.34 -3.05
C 2.91 -2.90 -0.78
C 2.80 -2.58 0.69
C 3.50 -3.27 1.68
C 3.32 -2.93 3.01
C 2.46 -1.90 3.34
C 1.82 -1.25 2.30
N 1.97 -1.58 1.02
Si 2.92 -1.30 -1.78
C 3.75 0.09 -0.86
C 3.78 -1.54 -3.41
C 4.21 -3.66 -1.13
H 0.92 -6.36 -0.52
H 1.95 -5.61 0.70
H 2.65 -6.24 -0.80
H -0.97 -4.13 -0.82
H -0.43 -2.48 -1.06
H -0.18 -3.27 0.50
H 0.73 -5.21 -3.25
H 2.33 -4.53 -3.51
H 0.92 -3.48 -3.57
H 4.17 -4.08 1.42
H 3.85 -3.47 3.78
H 2.30 -1.60 4.36
H 1.14 -0.43 2.51
H 3.04 0.66 -0.27
H 4.24 0.77 -1.57
H 4.52 -0.29 -0.18
H 3.72 -0.62 -4.00
H 3.36 -2.34 -4.01
H 4.84 -1.74 -3.24
H 4.30 -4.60 -0.58
H 5.10 -3.07 -0.90
H 4.25 -3.91 -2.19
C -0.42 5.80 3.10
Si -1.12 6.07 1.38
C -2.40 7.44 1.48
C 0.20 6.60 0.17
C -2.02 4.53 0.76
C -3.38 4.56 0.48
C -4.06 3.43 0.04
C -3.35 2.27 -0.12
N -2.03 2.21 0.11
C -1.36 3.29 0.56
S 0.34 3.04 0.87
H -0.06 6.74 3.51
H 0.40 5.08 3.07
H -1.19 5.41 3.77
H -1.91 8.36 1.83
H -3.20 7.21 2.19
H -2.85 7.65 0.51
H 0.62 7.56 0.48
H -0.21 6.72 -0.83
H 1.01 5.87 0.13
H -3.93 5.49 0.62
H -5.12 3.46 -0.16
H -3.81 1.35 -0.45
N -0.42 1.50 -2.28
C 0.33 1.04 -3.44
C 0.86 -0.39 -3.35
O 0.88 -1.12 -4.30
O 1.34 -0.73 -2.14
H -1.41 1.59 -2.48
H -0.09 2.40 -1.94
H 1.22 1.65 -3.56
H -0.24 1.11 -4.37
*
```

Summary:
* gap between HOMO and LUMO: 0.30033 Eh
* ΔE to the lowest compared entry with this formula, charge and spin: 23.8 kJ/mol
* molar mass: 847.1 g mol⁻¹
* E_tot: -84707.73224 eV

***

9.
Entry from the OMol25 dataset: a molecular structure, C26H54CrO17 (ωB97M-V with the def2-TZVPD basis set).

```
! wB97M-V def2-TZVPD RIJCOSX def2/J DEFGRID3
* xyz 0 5
Cr 0.89 2.34 -4.97
C -1.29 6.16 -4.83
C 0.10 5.55 -4.89
C 0.75 5.57 -3.52
O 0.08 4.32 -5.51
H -1.32 7.22 -4.56
H -1.93 5.74 -4.06
H -1.81 6.06 -5.78
H 0.73 6.22 -5.48
H 0.05 5.29 -2.73
H 1.22 6.54 -3.35
H 1.61 4.90 -3.45
C 0.99 2.72 -0.50
C 0.92 1.64 -1.60
C -0.26 0.59 -1.46
O 0.98 2.17 -2.90
H 0.17 3.43 -0.43
H 1.93 3.25 -0.68
H 1.01 2.20 0.46
H 1.75 0.96 -1.41
H -1.30 0.92 -1.40
H -0.14 0.09 -0.50
H -0.22 -0.28 -2.11
C 0.75 4.65 2.29
C 0.37 5.07 3.68
O -0.22 3.98 4.40
C 0.56 3.18 5.10
O 1.81 3.35 5.20
O -0.19 2.19 5.49
C 0.23 1.18 6.35
H 1.62 3.99 2.27
H 0.86 5.56 1.70
H 0.00 4.11 1.71
H -0.44 5.80 3.62
H 1.16 5.65 4.15
H -0.51 1.15 7.15
H 1.24 1.18 6.75
H 0.15 0.19 5.89
C 7.02 -5.10 1.42
C 7.17 -4.18 0.31
O 6.06 -3.24 0.40
C 5.84 -2.29 -0.52
O 6.44 -2.31 -1.61
O 4.90 -1.43 -0.01
C 4.62 -0.25 -0.69
H 7.13 -4.64 2.41
H 7.60 -6.02 1.30
H 5.99 -5.46 1.49
H 7.03 -4.71 -0.63
H 8.18 -3.75 0.35
H 3.78 -0.45 -1.35
H 5.46 0.09 -1.29
H 4.26 0.54 -0.02
C -1.07 -4.60 4.75
C -1.48 -3.29 5.48
O -0.53 -2.39 4.96
C -0.77 -1.56 3.90
O -1.77 -1.37 3.22
O 0.44 -0.95 3.68
C 0.56 0.09 2.70
H -0.24 -5.13 5.22
H -1.00 -4.50 3.67
H -1.84 -5.36 4.93
H -1.48 -3.37 6.57
H -2.45 -2.93 5.17
H -0.14 0.82 3.09
H 0.20 -0.37 1.77
H 1.56 0.51 2.62
C -4.06 -1.65 -3.82
C -3.70 -0.98 -5.18
O -2.43 -0.39 -5.22
C -2.29 0.86 -4.71
O -1.40 1.60 -5.05
O -3.29 1.22 -3.94
C -3.17 2.60 -3.47
H -4.52 -1.06 -3.04
H -3.17 -2.15 -3.43
H -4.80 -2.43 -4.04
H -4.51 -0.42 -5.65
H -3.63 -1.84 -5.85
H -4.02 2.80 -2.83
H -3.24 3.22 -4.36
H -2.25 2.77 -2.90
C -0.79 -2.64 -0.34
C -1.16 -4.14 -0.29
O -2.48 -4.50 -0.57
C -3.43 -4.47 0.27
O -3.45 -4.04 1.41
O -4.46 -5.15 -0.32
C -5.71 -5.14 0.24
H -1.27 -2.31 -1.26
H 0.29 -2.51 -0.34
H -1.20 -2.08 0.50
H -0.72 -4.38 0.68
H -0.55 -4.60 -1.06
H -5.78 -5.68 1.19
H -6.40 -5.60 -0.46
H -6.15 -4.16 0.45
*
```

Summary:
* gap between HOMO and LUMO (spin up / spin down): 0.27547 / 0.27961 Eh
* molar mass: 690.7 g mol⁻¹
* E_tot: -91062.18865 eV

***

10.
Entry from the OMol25 dataset: 2 unconnected molecules or ions with the total composition C5H7N2 (ωB97M-V with the def2-TZVPD basis set).

```
! wB97M-V def2-TZVPD RIJCOSX def2/J DEFGRID3
* xyz 1 1
C -2.82 0.60 2.27
C -1.92 0.10 1.73
C -0.14 0.12 -2.43
C 0.40 -0.25 0.01
C 1.48 0.50 0.55
N 0.34 -0.17 -1.33
N -0.41 -1.05 0.77
H 0.05 -0.38 -3.42
H -0.83 1.09 -2.58
H 1.18 1.31 1.13
H 2.14 1.00 -0.07
H 1.94 0.04 1.32
H -1.14 -1.62 0.34
H -0.27 -1.31 1.73
*
```

Summary:
* gap between HOMO and LUMO (spin up / spin down): 0.26865 / 0.26894 Eh
* ΔE to the lowest compared entry with this formula, charge and spin: 1144.2 kJ/mol
* molar mass: 95.1 g mol⁻¹
* E_tot: -8260.91810 eV

***

11.
Entry from the OMol25 dataset: a single C6H11N molecule (ωB97M-V with the def2-TZVPD basis set).

```
! wB97M-V def2-TZVPD RIJCOSX def2/J DEFGRID3
* xyz 0 1
C -1.63 0.79 -0.57
N 0.90 2.05 0.39
C 0.75 0.67 0.30
C -0.39 0.08 -0.08
C -0.54 -1.39 0.14
C -1.07 -2.22 -0.74
C 1.93 -0.09 0.83
H -1.97 0.36 -1.51
H -2.46 0.61 0.11
H -1.50 1.87 -0.71
H 0.18 2.54 -0.11
H 1.80 2.42 0.12
H -0.21 -1.74 1.12
H -1.23 -3.27 -0.58
H -1.32 -1.86 -1.74
H 2.69 0.62 1.15
H 1.68 -0.64 1.75
H 2.39 -0.80 0.14
*
```

Summary:
* SMILES: C=C/C(C)=C(\C)N
* gap between HOMO and LUMO: 0.31774 Eh
* ΔE to the lowest compared entry with this formula, charge and spin: 100.3 kJ/mol
* molar mass: 97.2 g mol⁻¹
* E_tot: -7889.49154 eV

***

12.
Entry from the OMol25 dataset: 2 unconnected molecules or ions with the total composition C19H26N3O5 (ωB97M-V with the def2-TZVPD basis set).

```
! wB97M-V def2-TZVPD RIJCOSX def2/J DEFGRID3
* xyz -1 1
O 1.96 -0.12 -6.74
O -2.43 0.14 -3.12
O 0.82 1.39 -3.80
O -1.65 -1.34 -1.66
O 0.45 -0.12 3.33
C 1.73 -1.28 -6.41
C -1.76 -0.87 -2.81
C 0.85 0.17 -3.69
C -0.15 2.59 7.08
C -0.92 3.32 6.15
C 0.44 1.37 6.70
C -1.11 2.83 4.85
C 0.25 0.90 5.40
C -0.50 1.61 4.50
N 1.66 -0.34 -2.75
N -1.73 0.48 0.58
N 0.86 -1.64 -5.47
C 2.44 -2.41 -7.11
C 0.77 -0.32 4.72
C 1.81 -1.73 -2.32
C -2.03 -0.48 1.65
C -0.40 1.10 0.66
C -1.94 0.24 2.99
C -0.26 1.83 1.99
C -0.56 0.90 3.18
C -1.02 -1.60 -3.94
C 0.04 -0.73 -4.65
H -0.01 2.97 8.08
H -1.38 4.26 6.44
H 1.04 0.81 7.41
H -1.71 3.37 4.13
H 2.13 0.36 -2.20
H -1.85 0.02 -0.35
H 0.74 -2.62 -5.30
H 2.96 -3.02 -6.37
H 3.16 -1.99 -7.81
H 1.71 -3.02 -7.64
H 1.85 -0.42 4.86
H 0.28 -1.22 5.11
H 0.93 -2.04 -1.75
H 1.94 -2.39 -3.18
H 2.69 -1.82 -1.68
H -1.31 -1.31 1.61
H -3.03 -0.89 1.51
H -0.27 1.80 -0.17
H 0.37 0.33 0.57
H -2.12 -0.48 3.80
H -2.72 1.00 3.04
H -0.96 2.67 2.00
H 0.75 2.23 2.08
H -1.75 -1.94 -4.67
H -0.54 -2.49 -3.53
H -0.50 -0.05 -5.31
*
```

Summary:
* gap between HOMO and LUMO: 0.27196 Eh
* molar mass: 376.4 g mol⁻¹
* E_tot: -34835.62131 eV